# 1
Molecular formula: C4H11N2S
Method: DFT, the ωB97M-V functional and the def2-TZVPD basis

Calculated values
Total charge: +1
Energy, a.u.: -666.363928
Gap between HOMO and LUMO (spin up / spin down), eV: 7.2 / 7.2
ΔE to the lowest compared entry with this formula, charge and spin, kcal/mol: 65.3

Last column: Löwdin charge in e.
CARTESIAN COORDINATES (ANGSTROEM)
C (-2.584, 0.015, 0.325)  -0.237
C (-1.211, 0.222, -0.450)  -0.180
C (2.354, -1.490, -0.213)  -0.319
C (2.537, 1.148, 0.575)  -0.311
N (-0.194, -0.076, 0.142)  0.094
N (-3.732, 0.282, -0.412)  0.029
S (1.911, 0.156, -0.798)  0.992
H (-2.575, -1.024, 0.661)  0.130
H (-2.523, 0.674, 1.195)  0.131
H (-1.349, 0.617, -1.450)  0.138
H (1.916, -2.219, -0.885)  0.054
H (1.963, -1.621, 0.790)  0.054
H (3.437, -1.588, -0.218)  0.062
H (1.934, 0.939, 1.452)  0.051
H (2.461, 2.195, 0.297)  0.053
H (3.577, 0.889, 0.752)  0.062
H (-3.939, 1.246, -0.621)  0.098
H (-3.983, -0.367, -1.142)  0.099

***

# 2
Molecular formula: C23H39CuO2Si
Method: DFT, the ωB97M-V functional and the def2-TZVPD basis

Calculated values
<S²>: 0.759
Total charge: -1
Energy, a.u.: -2980.078486
Gap between HOMO and LUMO (spin up / spin down), eV: 5.5 / 5.4
ΔE to the lowest compared entry with this formula, charge and spin, kcal/mol: 11.6
2S+1: 2

Last column: Löwdin charge in e.
CARTESIAN COORDINATES (ANGSTROEM)
O (-1.306, 0.763, -1.579)  -0.089
C (0.031, 0.908, -2.093)  -0.160
C (-0.236, 2.211, -2.842)  -0.076
H (0.187, 0.036, -2.730)  0.077
H (0.822, 0.982, -1.350)  0.093
C (-1.646, 2.044, -2.183)  -0.516
H (-0.348, 2.214, -3.972)  0.095
H (0.315, 3.092, -2.497)  0.098
C (-2.761, 1.751, -3.188)  -0.016
H (-2.459, 0.907, -3.837)  0.062
H (-2.904, 2.653, -3.790)  0.080
H (-3.681, 1.419, -2.667)  0.094
C (-1.778, 3.232, -1.204)  -0.009
H (-0.782, 3.650, -0.982)  0.071
H (-2.176, 2.984, -0.217)  0.040
H (-2.386, 4.017, -1.693)  0.086
Cu (0.346, -0.065, 2.298)  0.388
C (0.873, 2.697, 3.331)  -0.166
C (1.637, 1.492, 3.304)  -0.202
C (1.920, 1.195, 1.917)  -0.257
H (2.080, 0.954, 4.140)  0.065
C (1.164, 2.123, 1.121)  -0.153
C (0.574, 3.067, 1.991)  -0.166
H (0.065, 3.974, 1.685)  0.077
H (0.677, 3.312, 4.204)  0.074
H (2.748, 0.573, 1.583)  0.091
H (1.145, 2.144, 0.037)  0.055
C (-1.528, 0.180, 3.378)  -0.208
C (-2.035, 1.405, 2.858)  -0.147
C (-2.329, 1.221, 1.495)  -0.155
H (-2.230, 2.305, 3.430)  0.089
C (-1.994, -0.102, 1.111)  -0.130
C (-1.593, -0.800, 2.297)  -0.250
H (-1.525, -1.873, 2.420)  0.065
H (-1.330, -0.058, 4.426)  0.086
H (-2.852, 1.942, 0.875)  0.062
H (-2.122, -0.549, 0.139)  0.077
O (0.048, -0.770, -4.173)  -0.187
C (-0.247, 0.082, -5.312)  -0.198
C (0.216, -0.572, -6.606)  -0.160
H (0.307, 1.035, -5.290)  0.106
H (-1.317, 0.294, -5.305)  0.105
C (1.210, -1.650, -6.130)  -0.156
H (0.738, 0.177, -7.208)  0.105
H (-0.628, -0.926, -7.198)  0.104
C (1.068, -1.733, -4.597)  -0.149
H (2.218, -1.360, -6.412)  0.101
H (0.995, -2.615, -6.584)  0.100
H (2.007, -1.457, -4.070)  0.125
H (0.750, -2.741, -4.261)  0.122
C (2.495, -4.153, 3.609)  -0.210
Si (1.214, -2.729, 3.730)  0.458
C (-0.505, -3.362, 4.274)  -0.197
C (1.729, -1.529, 5.109)  -0.201
C (1.170, -1.920, 2.039)  -0.258
H (2.618, -4.684, 4.562)  0.007
H (3.504, -3.806, 3.337)  0.019
H (2.241, -4.932, 2.875)  0.018
H (-0.415, -3.928, 5.213)  0.018
H (-1.235, -2.566, 4.479)  0.017
H (-0.987, -4.045, 3.560)  0.026
H (2.705, -1.061, 4.928)  0.024
H (1.015, -0.713, 5.284)  0.018
H (1.812, -2.082, 6.057)  0.020
H (2.155, -1.783, 1.548)  -0.001
H (0.535, -2.472, 1.331)  0.001

***

# 3
Molecular formula: C35H54BFN2O12S
Method: DFT, the ωB97M-V functional and the def2-TZVPD basis

Calculated values
SMILES string: CCOCCOC1=C(CNC)C(=O)c2c(S)c(CB(O)O)cc(C(=O)NC(=O)F)c2C1=O.C1CCOC1.C1CCOC1.C1CCOC1.C1CCOC1
Energy, a.u.: -2901.016033
Gap between HOMO and LUMO, eV: 7.7

Last column: Löwdin charge in e.
CARTESIAN COORDINATES (ANGSTROEM)
C (-3.143, 5.675, 2.460)  -0.069
C (-3.684, 5.750, 0.919)  -0.234
O (-3.596, 4.398, 0.394)  -0.206
C (-4.891, 3.860, 0.059)  -0.178
C (-4.887, 2.252, 0.067)  -0.149
O (-3.991, 1.652, 1.049)  -0.069
C (-3.127, 0.753, 0.365)  -0.118
C (-3.537, -0.509, -0.189)  -0.022
C (-5.047, -1.032, -0.085)  -0.178
N (-5.695, -0.765, 1.233)  -0.144
C (-4.988, -1.426, 2.369)  -0.142
C (-2.467, -1.487, -0.910)  -0.240
O (-2.758, -2.146, -1.936)  0.039
C (-1.005, -1.496, -0.210)  -0.022
C (-0.097, -2.758, -0.110)  -0.397
S (-0.694, -4.353, -0.887)  0.745
C (1.287, -2.693, 0.627)  -0.135
C (2.308, -3.910, 0.843)  -0.065
B (1.722, -5.170, 1.694)  -0.511
O (0.749, -5.107, 2.749)  0.099
O (2.212, -6.502, 1.325)  0.049
C (1.699, -1.301, 1.252)  0.065
C (0.818, -0.018, 1.123)  -0.017
C (1.262, 1.412, 1.720)  -0.314
O (1.991, 2.227, 1.120)  0.111
N (0.766, 1.790, 3.092)  0.150
C (1.139, 0.621, 3.942)  -0.366
O (2.319, 0.457, 4.306)  0.110
F (0.117, -0.324, 4.294)  0.036
C (-0.554, -0.106, 0.388)  0.025
C (-1.561, 1.151, 0.242)  -0.184
O (-1.177, 2.336, 0.086)  0.090
H (-3.835, 6.288, 3.132)  0.076
H (-3.114, 4.587, 2.812)  0.083
H (-2.065, 6.061, 2.422)  0.068
H (-3.043, 6.511, 0.340)  0.122
H (-4.771, 6.117, 0.864)  0.110
H (-5.153, 4.177, -1.026)  0.138
H (-5.735, 4.196, 0.771)  0.131
H (-4.701, 1.863, -0.997)  0.136
H (-5.954, 1.915, 0.352)  0.131
H (-5.711, -0.514, -0.883)  0.133
H (-5.093, -2.159, -0.349)  0.129
H (-6.616, -1.243, 1.178)  0.111
H (-5.108, -2.566, 2.394)  0.083
H (-3.870, -1.202, 2.434)  0.084
H (-5.449, -1.024, 3.354)  0.095
H (-0.135, -4.269, -2.180)  -0.095
H (2.662, -4.248, -0.199)  0.127
H (3.233, -3.486, 1.394)  0.126
H (-0.015, -4.537, 2.513)  0.099
H (1.825, -6.760, 0.449)  0.088
H (2.683, -1.177, 1.838)  0.121
H (-0.277, 1.734, 3.062)  0.136
C (4.761, 5.129, 0.439)  -0.179
C (4.380, 4.079, -0.580)  -0.180
C (4.418, 4.868, -1.874)  -0.206
O (5.410, 5.890, -1.708)  -0.143
C (5.779, 5.954, -0.324)  -0.211
H (5.158, 4.716, 1.368)  0.114
H (3.889, 5.744, 0.683)  0.116
H (5.138, 3.290, -0.601)  0.118
H (3.410, 3.616, -0.392)  0.092
H (3.459, 5.360, -2.068)  0.117
H (4.671, 4.246, -2.737)  0.115
H (6.785, 5.532, -0.226)  0.115
H (5.805, 6.996, 0.002)  0.115
C (1.288, 6.936, 5.653)  -0.179
C (0.460, 8.198, 5.750)  -0.181
C (-0.703, 7.883, 4.830)  -0.211
O (-0.903, 6.464, 4.884)  -0.158
C (0.220, 5.866, 5.548)  -0.202
H (1.960, 6.786, 6.500)  0.114
H (1.889, 6.956, 4.738)  0.116
H (0.101, 8.328, 6.776)  0.116
H (1.000, 9.101, 5.460)  0.114
H (-0.474, 8.150, 3.793)  0.116
H (-1.622, 8.394, 5.127)  0.117
H (-0.113, 5.539, 6.540)  0.117
H (0.556, 4.991, 4.987)  0.114
C (-0.279, -4.011, -7.068)  -0.177
C (0.820, -3.000, -6.823)  -0.178
C (0.576, -2.613, -5.378)  -0.201
O (0.013, -3.762, -4.730)  -0.166
C (-0.357, -4.721, -5.731)  -0.206
H (-0.075, -4.689, -7.898)  0.115
H (-1.221, -3.492, -7.271)  0.118
H (1.797, -3.484, -6.921)  0.116
H (0.792, -2.148, -7.504)  0.116
H (-0.149, -1.796, -5.302)  0.120
H (1.492, -2.314, -4.864)  0.119
H (0.357, -5.550, -5.680)  0.112
H (-1.356, -5.107, -5.518)  0.120
C (1.753, -8.939, -3.923)  -0.180
C (2.891, -9.723, -3.305)  -0.176
C (3.346, -8.793, -2.194)  -0.195
O (2.186, -8.065, -1.766)  -0.148
C (1.136, -8.280, -2.708)  -0.208
H (1.045, -9.554, -4.481)  0.116
H (2.153, -8.177, -4.600)  0.114
H (2.509, -10.657, -2.879)  0.117
H (3.688, -9.970, -4.009)  0.115
H (4.083, -8.069, -2.556)  0.119
H (3.775, -9.332, -1.346)  0.121
H (0.394, -8.934, -2.238)  0.121
H (0.661, -7.325, -2.945)  0.110

***

# 4
Molecular formula: C35H61F6N2O21S2
Method: DFT, the ωB97M-V functional and the def2-TZVPD basis

Calculated values
Total charge: -1
Energy, a.u.: -4455.225895
Gap between HOMO and LUMO, eV: 8.2

Last column: Löwdin charge in e.
CARTESIAN COORDINATES (ANGSTROEM)
C (0.574, 0.157, 0.139)  -0.653
F (1.625, -0.347, -0.416)  0.179
F (-0.490, -0.624, -0.038)  0.118
F (0.725, 0.264, 1.505)  0.082
S (0.172, 1.906, -0.674)  0.699
O (1.431, 2.632, -0.475)  -0.328
O (-0.245, 1.581, -2.066)  -0.347
N (-1.210, 2.452, 0.231)  -0.300
S (-1.706, 3.504, -0.806)  0.565
O (-0.726, 4.542, -1.261)  -0.350
O (-2.733, 3.041, -1.761)  -0.338
C (-2.741, 4.655, 0.387)  -0.671
F (-3.743, 3.928, 0.952)  0.079
F (-1.955, 5.228, 1.271)  0.138
F (-3.375, 5.597, -0.290)  0.128
O (5.620, -7.179, 4.327)  0.101
C (6.472, -6.488, 4.845)  -0.544
O (6.947, -6.770, 6.007)  0.059
C (7.948, -5.832, 6.414)  -0.112
C (8.338, -5.077, 5.079)  -0.135
C (7.052, -5.217, 4.313)  -0.100
H (8.775, -6.358, 6.892)  0.120
H (7.525, -5.163, 7.163)  0.123
H (9.142, -5.560, 4.522)  0.114
H (8.621, -4.046, 5.293)  0.112
H (7.224, -5.229, 3.236)  0.127
H (6.389, -4.356, 4.389)  0.134
O (0.776, -6.305, 9.120)  0.075
C (0.315, -5.731, 8.128)  -0.498
O (-0.478, -6.384, 7.337)  0.053
C (-1.152, -5.492, 6.454)  -0.134
C (-0.915, -4.105, 7.032)  -0.171
C (0.387, -4.258, 7.735)  -0.092
H (-2.236, -5.605, 6.470)  0.129
H (-0.671, -5.597, 5.481)  0.134
H (-1.600, -3.766, 7.810)  0.123
H (-0.918, -3.329, 6.267)  0.123
H (0.485, -3.677, 8.651)  0.126
H (1.314, -4.109, 7.181)  0.132
O (-4.601, -1.291, -11.610)  0.085
C (-4.593, -0.576, -10.613)  -0.459
O (-3.709, -0.696, -9.584)  0.030
C (-3.892, 0.279, -8.580)  -0.178
C (-5.256, 0.792, -8.832)  -0.164
C (-5.569, 0.529, -10.342)  -0.058
H (-3.097, 1.013, -8.714)  0.131
H (-3.785, -0.088, -7.559)  0.134
H (-5.467, 1.773, -8.406)  0.117
H (-6.078, 0.317, -8.296)  0.112
H (-5.320, 1.366, -10.995)  0.126
H (-6.584, 0.173, -10.517)  0.124
O (-15.537, 1.136, 1.538)  0.098
C (-14.360, 1.095, 1.868)  -0.459
O (-13.830, 0.022, 2.535)  0.030
C (-12.441, 0.143, 2.676)  -0.191
C (-12.154, 1.593, 2.419)  -0.160
C (-13.291, 2.040, 1.518)  -0.085
H (-11.956, -0.513, 1.954)  0.128
H (-12.090, -0.145, 3.667)  0.128
H (-11.130, 1.808, 2.113)  0.123
H (-12.218, 2.145, 3.356)  0.118
H (-13.131, 1.976, 0.442)  0.138
H (-13.555, 3.080, 1.710)  0.132
O (4.375, 9.134, -4.923)  0.036
C (5.076, 8.101, -4.612)  -0.391
O (5.823, 8.063, -3.461)  0.023
C (6.533, 6.846, -3.331)  -0.167
C (6.375, 6.150, -4.661)  -0.167
C (5.202, 6.812, -5.315)  -0.103
H (6.052, 6.189, -2.606)  0.129
H (7.575, 7.042, -3.075)  0.127
H (6.098, 5.101, -4.563)  0.118
H (7.280, 6.261, -5.259)  0.117
H (4.300, 6.232, -5.120)  0.141
H (5.193, 6.984, -6.391)  0.135
O (12.542, -0.506, 1.444)  0.124
C (11.530, -0.056, 0.996)  -0.419
O (10.761, 0.944, 1.650)  -0.017
C (9.591, 1.361, 0.907)  -0.145
C (9.586, 0.436, -0.326)  -0.173
C (10.892, -0.285, -0.375)  -0.088
H (9.702, 2.393, 0.571)  0.115
H (8.698, 1.328, 1.531)  0.121
H (9.275, 0.992, -1.211)  0.113
H (8.760, -0.269, -0.234)  0.112
H (11.542, 0.125, -1.148)  0.128
H (10.829, -1.365, -0.509)  0.127
C (6.650, -4.628, -4.627)  -0.124
O (7.447, -3.386, -4.726)  -0.146
H (7.356, -5.278, -4.111)  0.071
H (5.684, -4.531, -4.133)  0.075
H (6.383, -5.046, -5.598)  0.068
H (7.996, -3.498, -5.506)  0.057
C (1.951, -9.055, -1.072)  -0.189
O (1.329, -9.269, 0.144)  -0.126
H (1.350, -9.468, -1.883)  0.080
H (1.937, -7.965, -1.071)  0.079
H (2.962, -9.461, -1.082)  0.078
H (1.999, -9.207, 0.828)  0.079
C (-5.558, -1.154, -0.260)  -0.175
O (-5.122, -0.551, 0.952)  -0.112
H (-4.873, -1.230, -1.104)  0.080
H (-6.166, -2.044, -0.098)  0.071
H (-6.331, -0.531, -0.711)  0.061
H (-4.303, -0.066, 0.829)  0.075
C (-1.469, 2.936, 6.344)  -0.153
O (-0.377, 2.556, 5.490)  -0.136
H (-2.345, 2.466, 5.899)  0.073
H (-1.375, 2.605, 7.378)  0.074
H (-1.591, 4.018, 6.284)  0.071
H (-0.680, 2.639, 4.582)  0.071
C (6.187, 2.151, 7.243)  -0.192
O (5.205, 1.165, 7.188)  -0.113
H (5.955, 2.947, 7.951)  0.072
H (7.153, 1.702, 7.476)  0.079
H (6.286, 2.660, 6.284)  0.074
H (4.438, 1.492, 6.711)  0.080
N (-10.538, 3.326, -6.257)  -0.006
C (-9.847, 4.486, -6.366)  -0.163
C (-9.318, 4.819, -5.141)  -0.121
C (-9.554, 3.736, -4.298)  -0.119
C (-10.405, 2.840, -4.966)  -0.122
H (-10.973, 2.840, -7.028)  0.145
H (-9.736, 4.989, -7.315)  0.105
H (-8.659, 5.648, -4.930)  0.095
H (-9.151, 3.559, -3.312)  0.092
H (-10.806, 1.923, -4.560)  0.096

***

# 5
Molecular formula: C3H4N2O
Method: DFT, the ωB97M-V functional and the def2-TZVPD basis

Calculated values
SMILES string: N=C=N.C#CO
Energy, a.u.: -301.360155
Gap between HOMO and LUMO, eV: 9.9
ΔE to the lowest compared entry with this formula, charge and spin, kcal/mol: 79.7

Last column: Löwdin charge in e.
CARTESIAN COORDINATES (ANGSTROEM)
O (2.359, -0.131, 0.021)  0.043
C (1.416, -1.005, -0.217)  -0.316
C (0.525, -1.785, -0.436)  0.074
N (-2.031, 0.135, 0.575)  0.166
C (-1.064, 0.827, 0.318)  -0.358
N (-0.043, 1.515, 0.207)  0.124
H (1.898, 0.715, 0.189)  0.083
H (-0.275, -2.467, -0.604)  0.021
H (-2.557, -0.311, -0.163)  0.079
H (-0.229, 2.507, 0.109)  0.085

***

Repeat the fifth record exactly.
Molecular formula: C3H4N2O
Method: DFT, the ωB97M-V functional and the def2-TZVPD basis

Calculated values
SMILES string: N=C=N.C#CO
Energy, a.u.: -301.360155
Gap between HOMO and LUMO, eV: 9.9
ΔE to the lowest compared entry with this formula, charge and spin, kcal/mol: 79.7

Last column: Löwdin charge in e.
CARTESIAN COORDINATES (ANGSTROEM)
O (2.359, -0.131, 0.021)  0.043
C (1.416, -1.005, -0.217)  -0.316
C (0.525, -1.785, -0.436)  0.074
N (-2.031, 0.135, 0.575)  0.166
C (-1.064, 0.827, 0.318)  -0.358
N (-0.043, 1.515, 0.207)  0.124
H (1.898, 0.715, 0.189)  0.083
H (-0.275, -2.467, -0.604)  0.021
H (-2.557, -0.311, -0.163)  0.079
H (-0.229, 2.507, 0.109)  0.085